Density functional theory data (wB97M-V/def2-TZVPD) for a single C8H10O3S molecule at a distorted geometry.

Structure (XYZ):
```
22
Properties=species:S:1:pos:R:3:forces:R:3:mulliken_charge:R:1
H -0.408095 1.936350 -1.996321 -0.759 1.537 -0.791 0.42
C 1.408968 0.910378 0.600848 -2.058 -0.940 -0.902 -1.05
H -0.570382 1.748162 0.216842 -0.453 0.477 0.724 0.33
H 2.247880 0.698673 0.031531 1.616 -0.843 -1.002 0.30
H -1.197316 -0.274188 -3.049349 -0.823 -0.620 0.286 0.47
H 0.724118 0.757621 -2.184199 2.418 -0.763 -1.705 0.43
S -2.420191 -0.494053 -0.832895 -1.465 -3.678 -1.594 1.27
H 1.681844 1.436576 1.472231 -0.348 0.950 0.847 0.30
O -2.669190 0.490631 0.140448 -0.059 1.915 0.398 -0.59
H 0.539223 -1.741052 -0.869092 0.844 -1.022 -2.152 0.58
C -1.158671 -0.054134 -1.988801 0.583 0.835 0.769 -0.58
C -0.655105 -0.603348 1.786027 0.433 -1.444 3.039 -0.68
C 0.349667 -0.199298 0.696736 0.491 2.333 -0.297 1.07
O -2.049465 -1.827198 0.012042 0.124 1.205 -0.784 -0.42
C -0.909763 -1.865613 0.877957 0.417 0.682 -0.623 0.09
C 0.159900 1.121061 -0.226101 0.057 -0.731 2.788 -0.11
H -0.114538 -0.893577 2.840060 -1.107 0.455 -2.641 0.27
C 0.316544 -1.506924 0.103867 -0.657 0.958 1.492 -1.38
H -1.585737 -0.077366 2.103568 1.015 0.096 -0.743 0.33
O -3.469495 -1.097045 -1.611780 0.137 1.210 -0.266 -0.69
C -0.126682 0.982375 -1.666965 -0.901 -1.375 1.604 -0.85
H -1.067844 -2.863431 1.163301 0.496 -1.236 1.552 0.50
```
Positions in Å, forces in eV/Å.

- total charge = 0
- relative energy (zero: lowest compared OMol25 entry of this formula, charge and spin) (kJ/mol) = 327.7
- HOMO (spin up / spin down) (eV) = -7.963 / -9.532
- electronic energy (eV) = -25428.861

***

Density functional theory data (wB97M-V/def2-TZVPD) for a molecular structure, C18H27Cl2N2O4V at a distorted geometry.

Structure (XYZ):
```
54
Properties=species:S:1:pos:R:3:forces:R:3:lowdin_spin:R:1
C -1.641225 -4.470015 -1.128667 0.024 0.052 -0.029 0.00
H 0.725667 0.766077 -3.709659 0.128 -0.039 -0.061 0.00
C 3.187427 1.687077 1.044092 8.734 4.802 2.865 0.03
C -0.215663 4.851832 -1.614247 0.284 0.204 -0.014 0.00
Cl 2.504791 -0.944036 1.653702 0.248 -0.064 0.197 0.03
H -1.200865 2.236530 0.273217 -0.038 -0.078 0.176 0.00
Cl 2.565639 0.257725 -1.494402 4.977 3.755 4.395 0.01
H -2.927995 4.470876 -1.364813 -0.037 -0.010 0.010 0.00
O 4.221555 2.234432 1.382839 -7.071 -3.871 -2.346 0.03
H -0.754040 -2.166056 3.359814 0.028 0.104 -0.103 0.00
N -0.390490 -0.122479 3.540955 0.414 0.252 0.138 0.00
H -1.897553 -2.720559 -2.342302 -0.003 -0.006 -0.074 0.00
C -2.351370 4.422025 -0.439893 0.042 -0.042 -0.168 0.00
C -0.545889 -0.833479 -0.948106 0.799 -0.662 -0.384 0.00
O 0.699190 2.540836 -0.377738 -0.420 0.537 0.215 0.01
H -1.214111 -6.045862 0.268345 0.000 -0.002 -0.003 0.00
H 0.357363 -0.345798 5.475353 -0.105 0.045 0.020 0.00
C 0.728775 -0.281176 4.452839 0.269 -0.351 -0.316 0.00
H -0.804039 5.111495 -2.492970 -0.159 0.001 0.042 0.00
H -1.937548 -1.280030 4.340143 -0.056 -0.135 0.137 0.00
H -2.203379 -5.108136 -1.798615 -0.007 0.000 -0.009 0.00
C -0.437777 0.877395 2.672008 0.035 -0.298 -0.398 0.00
H 1.355673 -2.479258 -1.826346 0.017 0.010 0.134 0.00
H -1.504543 -0.457695 -1.322769 -0.141 0.167 0.073 0.00
H -1.456241 1.141007 2.356969 0.046 -0.286 -0.361 0.00
C -1.312359 -1.234069 3.449731 -0.689 0.259 0.403 0.00
C -1.469708 -3.127703 -1.434252 -0.029 0.013 0.012 0.00
H 1.265653 -1.192365 4.201671 0.160 -0.022 0.069 0.00
C 2.485054 -1.439732 -3.372295 0.207 0.058 -0.817 0.00
H 0.050831 -4.564616 1.797702 0.016 0.005 0.002 0.00
H 2.412132 -2.194160 -4.150768 -0.225 -0.309 -0.057 0.00
H 1.406852 0.555512 4.344125 0.052 0.082 0.005 0.00
N -0.989737 4.019251 -0.718561 0.130 -0.465 -0.147 0.01
C 1.397840 -1.533478 -2.355967 -1.738 -1.590 -1.006 -0.01
H -0.693315 1.042817 -2.707416 -0.270 -0.132 -0.194 0.00
H 0.881202 1.481051 -2.099118 -0.537 -0.077 -0.718 0.00
C -0.488459 2.880187 -0.240055 0.503 0.193 -0.072 0.01
H -2.802427 3.697818 0.227709 -0.148 -0.043 0.107 0.00
C -0.221161 -2.820547 0.580180 -0.120 0.196 -0.029 0.00
H 3.466481 -1.546502 -2.903474 -0.150 -0.191 -0.089 0.00
H -2.363985 5.405552 0.028873 -0.002 0.010 0.062 0.00
H -1.950976 -1.121116 2.578122 0.046 -0.042 -0.093 0.00
C 0.479546 -0.613467 -2.052493 -2.532 -1.768 -1.448 0.00
H 0.664658 4.312185 -1.946775 0.065 -0.052 0.099 0.00
C -1.088551 -4.996881 0.031890 0.039 0.051 0.053 0.00
C 0.354406 0.732832 -2.688681 -0.909 0.576 -0.399 0.00
V 1.489490 0.788376 0.487903 -1.220 -1.377 -0.926 1.84
H 0.307444 -2.157593 1.248770 0.145 -0.066 -0.054 0.00
C -0.750686 -2.287106 -0.589757 -0.089 -0.294 0.216 0.00
H 0.095294 5.767933 -1.110979 0.017 0.050 -0.029 0.00
H 2.487085 -0.460194 -3.857672 0.010 -0.241 -0.099 0.00
O 0.541688 1.512120 2.243202 -0.298 0.511 0.754 0.02
C -0.380229 -4.164084 0.887854 -0.102 -0.116 -0.073 0.00
O -0.137417 -0.084747 0.160787 -0.341 0.694 0.331 0.01
```
Positions in Å, forces in eV/Å.

- total charge = 0
- relative energy (zero: lowest compared OMol25 entry of this formula, charge and spin) (kJ/mol) = 188.5
- HOMO (spin up / spin down) (eV) = -6.502 / -6.647
- ⟨S²⟩ = 2.0266
- multiplicity = 3
- electronic energy (eV) = -81006.512

***

Density functional theory data (wB97M-V/def2-TZVPD) for a single C9H15ClN2 molecule at a distorted geometry.

Structure (XYZ):
```
27
Properties=species:S:1:pos:R:3:forces:R:3:mulliken_charge:R:1
C -1.174974 -2.060950 2.050282 0.849 -1.308 2.200 -0.66
H 0.592808 -3.133658 1.754947 -2.063 -0.445 0.378 0.22
H -0.904353 -4.191185 2.095070 1.530 2.971 -0.564 0.22
C -1.685181 -1.317495 1.124365 -0.263 0.891 -0.337 1.08
N -2.292030 -0.675485 0.326042 -1.425 -1.786 -0.105 -0.39
H 1.870326 -1.384281 0.407579 -1.379 1.563 -0.342 0.19
C 0.506698 -0.638833 -1.848385 0.875 -1.995 1.863 -1.29
C 1.342114 0.042348 2.035509 -1.397 -1.566 -1.265 -1.08
H 1.259906 -1.463373 -1.668881 -1.256 0.193 -0.399 0.37
H -2.816425 1.065329 -0.146122 -1.934 1.883 -0.279 0.44
H -2.249968 0.112849 -1.556236 -0.828 -0.429 -1.672 0.52
H 2.381706 0.226454 2.228739 0.653 -0.087 -0.106 0.40
N -0.457698 -3.210864 1.870018 0.711 -2.825 -0.742 -0.43
H 0.672205 2.169933 -1.449591 0.432 0.898 -0.212 0.40
H -0.698884 1.543607 0.548320 0.005 0.425 2.080 0.55
C 1.139060 -0.492508 0.553567 0.604 0.437 -0.009 -0.65
H 0.983244 -0.757364 2.762329 0.467 1.236 -0.866 0.17
H 1.129329 -0.017121 -2.446188 -0.490 0.901 -1.273 0.33
C -2.147949 0.399250 -0.562393 3.849 0.588 2.121 -1.08
H 0.834356 0.982039 2.210768 -0.395 0.039 0.136 0.26
H -0.479413 -1.025889 -2.184647 0.983 0.373 -0.575 0.31
H -0.984501 2.991092 -1.237653 0.376 1.399 0.995 0.50
Cl -1.168366 -1.513047 3.769278 -0.646 0.409 -0.198 -0.24
C -0.732257 1.050777 -0.365465 0.612 -1.465 -2.096 0.67
H -0.876266 1.951321 -2.447524 1.432 -0.643 1.645 0.25
C 0.357065 -0.021557 -0.487835 1.075 -0.883 2.656 0.66
C -0.394193 2.117417 -1.378115 -2.376 -0.774 -3.035 -1.73
```
Positions in Å, forces in eV/Å.

- total charge = 0
- relative energy (zero: lowest compared OMol25 entry of this formula, charge and spin) (kJ/mol) = 232.2
- SMILES = C/C=C(/C)[C@@H](C)CN=C=C(N)Cl
- HOMO (eV) = -7.741
- electronic energy (eV) = -25074.969